(1)
Molecular formula: C43H64Cl4N9O
Method: DFT, ωB97M-V with the def2-TZVPD basis set

Spin multiplicity   1
Net charge   +1

```
121
Properties=species:S:1:pos:R:3:forces:R:3
C 1.2617 4.1855 0.1489 -0.150 -0.404 -0.210
C 2.1854 3.0933 -0.3989 -0.349 0.228 -0.068
C 1.3745 1.9957 -1.0973 0.063 0.206 -0.230
C 2.2682 0.8655 -1.6761 -0.010 0.376 -0.454
C 2.3200 1.0062 -3.2128 0.102 0.155 0.179
C 1.8241 -0.5345 -1.1813 -0.302 0.447 -0.048
C 1.9245 -0.7138 0.3700 0.224 -0.146 0.092
Cl 3.5332 -0.1020 0.8997 -0.188 0.103 0.420
C 0.8247 -0.2898 1.4283 0.047 0.200 0.254
C -0.6669 -0.2410 1.1089 -0.157 -0.426 -0.036
Cl 1.1779 1.2740 2.2638 0.180 -0.040 -0.185
C 0.4520 -0.7944 -1.8243 -0.020 -0.463 0.005
N -0.2322 -1.9863 -1.3187 0.462 0.049 -0.564
C 0.5802 -3.1579 -1.2301 -0.367 0.193 0.085
Cl 0.6948 -3.7785 0.4722 0.059 -0.071 -0.010
C 1.9975 -3.0690 -1.8231 -0.200 -0.231 -0.144
O 2.0171 -3.5511 -3.1291 0.234 0.087 0.172
N 2.6802 -1.6726 -1.8594 0.199 -0.258 0.643
C 4.1589 -1.8915 -1.5112 0.412 -0.375 -0.046
Cl 5.0954 -0.4383 -1.8601 0.073 -0.041 -0.212
C 4.7605 -3.0639 -2.3128 -0.113 0.040 -0.079
C 6.2906 -3.1069 -2.2901 0.059 -0.330 -0.029
H 0.6092 3.7782 0.9285 0.162 0.123 0.005
H 0.5918 4.5321 -0.6494 0.136 0.186 0.095
H 1.8169 5.0333 0.5483 -0.104 -0.008 -0.005
H 2.7779 2.6627 0.4105 0.078 0.064 -0.138
H 2.8521 3.5509 -1.1417 0.148 -0.184 0.155
H 0.5781 1.6418 -0.4378 0.191 -0.029 0.062
H 0.8643 2.4749 -1.9456 -0.134 -0.150 0.134
H 3.2730 1.0931 -1.3402 -0.102 -0.299 0.227
H 2.9761 0.2826 -3.7087 -0.098 0.018 -0.018
H 2.7628 1.9831 -3.4333 -0.072 -0.082 -0.001
H 1.3310 0.9965 -3.6764 0.067 -0.070 -0.004
H 2.0721 -1.7758 0.5560 -0.407 0.003 -0.111
H 0.9497 -1.0232 2.2295 0.094 0.099 -0.142
H -1.1707 0.2375 1.9505 0.065 -0.068 -0.122
H -1.0744 -1.2471 1.0240 0.057 0.002 -0.140
H -0.9250 0.3157 0.2115 0.068 0.082 0.050
H 0.6282 -0.8958 -2.9074 0.035 0.170 0.086
H -0.1920 0.0738 -1.7148 0.029 -0.032 0.163
H -1.0355 -2.1769 -1.9020 -0.234 0.055 0.284
H 0.0948 -3.9870 -1.7480 0.198 0.013 0.076
H 2.6236 -3.7130 -1.2118 0.054 0.126 -0.154
H 1.2314 -3.2685 -3.6054 -0.244 -0.016 -0.147
H 2.6938 -1.4415 -2.8559 -0.067 0.124 0.010
H 4.2225 -2.1023 -0.4423 -0.094 0.214 -0.129
H 4.3952 -3.0190 -3.3428 0.125 -0.024 0.072
H 4.4014 -4.0038 -1.8862 -0.036 0.108 -0.073
H 6.7356 -2.4832 -3.0652 -0.064 0.103 0.215
H 6.7006 -2.8385 -1.3140 -0.041 0.069 -0.095
H 6.6041 -4.1351 -2.4903 -0.041 0.119 -0.007
N -0.8628 7.8841 0.4973 0.029 -0.013 0.023
C -0.7658 6.8310 1.3670 -0.021 0.009 -0.058
C -0.0482 7.2499 2.4552 0.018 -0.012 0.000
C 0.3006 8.6103 2.2333 0.020 -0.009 0.003
C -0.2161 8.9713 1.0182 -0.003 -0.017 -0.020
H -1.3325 7.8657 -0.3886 -0.016 0.017 -0.016
H -1.2140 5.8786 1.1400 -0.018 0.004 0.012
H 0.1990 6.6505 3.3156 -0.010 0.005 0.010
H 0.8642 9.2495 2.8916 -0.003 0.001 0.005
H -0.1800 9.9048 0.4839 0.003 0.004 0.002
N -2.5380 -6.8344 3.6585 0.111 -0.016 0.027
C -2.7407 -5.8924 4.6272 -0.014 -0.022 -0.001
C -2.2750 -4.6952 4.1542 0.016 -0.004 -0.011
C -1.7709 -4.9269 2.8450 0.010 -0.005 0.040
C -1.9488 -6.2596 2.5659 -0.012 -0.001 0.009
H -2.7887 -7.8033 3.7389 -0.006 -0.011 0.014
H -3.2012 -6.1515 5.5649 0.003 0.004 0.005
H -2.2948 -3.7588 4.6858 0.004 -0.001 0.003
H -1.3369 -4.1977 2.1829 -0.061 0.004 -0.001
H -1.7157 -6.8390 1.6882 -0.019 0.010 -0.011
N 1.3793 -6.5799 3.1510 0.009 -0.024 -0.005
C 2.3738 -5.6577 2.9953 -0.034 0.089 -0.005
C 3.5758 -6.3163 3.0141 -0.017 -0.034 -0.059
C 3.2910 -7.6983 3.1856 0.007 -0.002 -0.006
C 1.9290 -7.8256 3.2686 -0.011 0.023 -0.015
H 0.3943 -6.3660 3.1822 -0.003 0.019 0.022
H 2.1434 -4.6102 2.8964 0.026 0.014 0.071
H 4.5483 -5.8618 2.9219 0.005 -0.002 0.022
H 4.0036 -8.5033 3.2489 0.002 -0.001 0.004
H 1.3096 -8.6954 3.4049 0.009 -0.008 0.010
N -7.9523 -8.4199 3.0443 0.009 0.009 0.002
C -8.1413 -7.3118 3.8230 -0.003 -0.015 -0.011
C -6.9344 -6.6785 3.9511 0.018 0.003 0.011
C -5.9798 -7.4372 3.2196 -0.037 -0.034 -0.007
C -6.6400 -8.5056 2.6714 -0.019 0.001 0.019
H -8.6688 -9.0736 2.7888 -0.011 -0.010 -0.002
H -9.1126 -7.0687 4.2175 0.002 0.004 0.008
H -6.7539 -5.7734 4.5063 0.002 0.003 -0.003
H -4.9327 -7.2174 3.1084 -0.044 0.058 -0.055
H -6.2903 -9.3137 2.0521 0.004 0.002 -0.003
N 1.8532 5.0476 -3.6374 -0.027 -0.093 0.053
C 2.0220 4.9265 -4.9935 0.114 -0.133 0.050
C 2.9596 5.8448 -5.3782 0.000 0.037 -0.014
C 3.3621 6.5562 -4.2142 0.004 0.005 -0.018
C 2.6610 6.0444 -3.1567 -0.007 -0.031 0.007
H 1.2190 4.5052 -3.0808 -0.034 0.041 0.026
H 1.4655 4.2032 -5.5652 -0.010 0.009 -0.007
H 3.3131 5.9980 -6.3838 -0.010 0.015 -0.004
H 4.0811 7.3561 -4.1625 0.002 0.002 -0.003
H 2.6635 6.3044 -2.1116 -0.011 0.014 0.000
N -2.0070 7.1758 -4.9384 0.021 0.006 0.025
C -0.6383 7.2618 -4.9456 -0.045 0.011 0.034
C -0.3047 8.5228 -5.3598 0.019 0.024 0.008
C -1.5157 9.2241 -5.6122 0.007 0.005 -0.003
C -2.5482 8.3668 -5.3445 0.015 -0.022 0.016
H -2.5357 6.3636 -4.6843 -0.016 -0.018 -0.015
H -0.0151 6.4308 -4.6580 -0.063 0.077 -0.044
H 0.6982 8.8998 -5.4697 0.004 -0.005 0.002
H -1.6157 10.2406 -5.9536 0.001 0.001 -0.002
H -3.6141 8.5012 -5.4092 -0.001 0.004 -0.007
N -5.4766 1.6290 3.4294 0.018 -0.014 -0.027
C -5.3807 0.3035 3.7510 -0.007 0.021 -0.004
C -4.0583 0.0192 3.9639 0.028 -0.006 -0.030
C -3.3298 1.2241 3.7610 0.061 -0.027 -0.041
C -4.2340 2.1988 3.4311 -0.021 -0.012 -0.014
H -6.3320 2.1120 3.2270 -0.017 0.011 0.016
H -6.2559 -0.3202 3.8081 0.004 -0.008 0.004
H -3.6594 -0.9427 4.2406 -0.007 0.000 0.010
H -2.2648 1.3623 3.8567 -0.005 0.026 0.046
H -4.0994 3.2432 3.2077 0.006 0.004 0.019
```
Forces are in eV/Å.

These are the Mulliken partial charges, in e, on atoms 1 to 5:
1 C -1.6960
2 C -0.6036
3 C -0.9516
4 C -0.3344
5 C -1.9772

=====

(2)
Molecular formula: C48H40N8O16
Method: DFT, ωB97M-V with the def2-TZVPD basis set

SMILES   O=[N+]([O-])c1ccccc1.O=[N+]([O-])c1ccccc1.O=[N+]([O-])c1ccccc1.O=[N+]([O-])c1ccccc1.O=[N+]([O-])c1ccccc1.O=[N+]([O-])c1ccccc1.O=[N+]([O-])c1ccccc1.O=[N+]([O-])c1ccccc1
Spin multiplicity   1
Net charge   0

```
112
Properties=species:S:1:pos:R:3:forces:R:3
O -0.9661 3.3906 -0.8292 0.418 0.062 -0.274
N -1.0328 2.7946 -1.8862 -1.040 -0.646 -0.082
O -2.0300 2.1984 -2.2707 0.343 0.245 0.154
C 0.1135 2.7553 -2.7853 1.297 0.352 -0.565
C 1.1351 3.6800 -2.6275 -0.016 0.269 0.395
C 2.2182 3.6815 -3.5009 -0.921 -0.220 0.580
C 2.1932 2.8119 -4.5722 1.252 0.007 -0.666
C 1.1857 1.8833 -4.7826 -0.139 0.660 0.995
C 0.1820 1.8348 -3.8287 -1.231 -0.104 -0.315
H 1.0932 4.4251 -1.8426 -0.110 -0.204 0.118
H 3.0276 4.3593 -3.2735 0.121 0.013 -0.408
H 3.0457 2.8378 -5.2450 -0.142 -0.006 -0.124
H 1.1788 1.2298 -5.6384 0.057 -0.137 0.054
H -0.6369 1.1375 -3.9484 0.033 -0.030 0.064
O -5.8625 1.4946 -3.1009 -0.720 0.515 -0.041
N -4.8839 0.8270 -3.3106 0.342 0.115 -0.247
O -4.2199 0.2987 -2.4587 0.459 -0.534 0.655
C -4.4608 0.6322 -4.6988 -0.246 -0.920 -1.181
C -3.4024 -0.2182 -4.9840 -0.543 0.736 0.783
C -3.0871 -0.5272 -6.3112 0.464 0.294 1.892
C -3.8591 0.0011 -7.3180 -0.418 0.176 -0.715
C -4.9781 0.8097 -7.0433 1.158 -1.218 0.188
C -5.2745 1.0767 -5.7212 -1.030 0.935 -0.400
H -2.9319 -0.5657 -4.0686 0.552 -0.319 -0.568
H -2.1800 -1.1146 -6.3694 -0.230 -0.148 -0.886
H -3.6401 -0.2438 -8.3507 0.072 0.030 0.011
H -5.6095 1.0885 -7.8717 -0.146 0.317 0.148
H -6.1884 1.6246 -5.5224 0.192 0.054 0.321
O 3.4117 -2.2325 -0.0900 -0.063 0.085 -0.068
N 3.0455 -1.9801 -1.2225 -0.011 -0.315 0.401
O 2.1149 -2.5289 -1.7784 -0.008 0.107 -0.130
C 3.8071 -0.9733 -1.9614 0.103 0.265 -1.046
C 3.3660 -0.5898 -3.2345 0.383 -0.504 0.490
C 4.1912 0.2109 -4.0178 -0.192 -0.316 0.337
C 5.3589 0.7308 -3.4669 -0.449 0.478 -0.085
C 5.7260 0.4030 -2.1762 0.505 0.025 -0.028
C 5.0092 -0.5278 -1.4550 -0.059 -0.080 0.473
H 2.4344 -1.0184 -3.5716 0.040 0.154 -0.277
H 3.9364 0.3926 -5.0519 -0.150 0.174 0.050
H 5.9275 1.4707 -4.0165 0.147 -0.203 -0.103
H 6.6159 0.8285 -1.7291 0.042 -0.043 -0.127
H 5.4022 -0.9088 -0.5240 -0.247 0.082 0.136
O -4.2578 -2.4322 1.9276 -0.234 -0.211 0.721
N -4.7360 -3.1613 2.7912 -0.205 -0.450 -1.115
O -5.4203 -4.1460 2.5419 0.235 0.594 0.092
C -4.4385 -2.9079 4.1852 0.126 0.310 0.897
C -3.5486 -1.9143 4.5638 0.542 0.081 0.306
C -3.2153 -1.7775 5.9056 -0.199 0.042 0.937
C -3.6772 -2.6582 6.8908 -0.325 -0.226 -1.469
C -4.5833 -3.6284 6.4639 -0.277 0.439 0.907
C -5.0391 -3.6908 5.1656 -0.021 -0.323 -0.188
H -3.0096 -1.2617 3.8917 -0.368 -0.098 -0.411
H -2.6087 -0.9416 6.2269 0.229 -0.056 -0.278
H -3.3622 -2.6333 7.9225 0.065 0.222 0.006
H -5.0393 -4.2736 7.2045 0.033 -0.103 -0.061
H -5.8677 -4.3520 4.9640 0.211 -0.158 -0.430
O -0.7240 -2.5882 7.1974 -0.130 0.079 -0.431
N -0.5287 -1.8281 8.1189 0.768 -0.863 0.784
O -0.6476 -2.1506 9.2910 -0.339 0.168 -0.032
C -0.0027 -0.5040 7.8438 -0.210 0.625 -0.260
C 0.0665 -0.0623 6.5257 0.043 -0.353 0.646
C 0.5894 1.1898 6.3207 0.369 0.742 -1.021
C 0.9849 2.0207 7.3539 -0.172 -0.743 0.386
C 0.8833 1.5531 8.6677 0.259 0.908 -0.894
C 0.3997 0.2858 8.9156 0.330 -0.014 0.218
H -0.2298 -0.6660 5.6808 -0.043 -0.152 0.139
H 0.7346 1.5127 5.2941 -0.173 0.057 0.060
H 1.4063 2.9894 7.1371 0.012 0.154 0.008
H 1.2265 2.2457 9.4244 -0.087 -0.403 0.426
H 0.4385 -0.0881 9.9276 -0.367 -0.211 -0.076
O 1.6568 -1.1766 -5.9420 0.456 -0.140 0.269
N 0.5963 -1.7286 -5.7147 0.512 0.735 -1.609
O -0.2398 -1.2730 -4.9751 -0.545 -0.303 0.757
C 0.2790 -2.8830 -6.5638 -1.284 -0.905 1.671
C -0.8894 -3.5996 -6.2485 0.180 -0.185 -0.006
C -1.1659 -4.7283 -6.9870 0.020 -0.032 -1.162
C -0.3114 -5.1138 -8.0219 -0.422 0.100 -0.599
C 0.8410 -4.4139 -8.3161 -0.375 0.084 0.732
C 1.1496 -3.3116 -7.5185 1.210 -0.186 -1.159
H -1.5589 -3.3477 -5.4378 0.176 0.438 -0.039
H -2.1084 -5.2599 -6.9683 0.009 0.052 0.724
H -0.6436 -5.8969 -8.6946 0.186 -0.196 0.209
H 1.4735 -4.7196 -9.1355 0.141 0.076 0.054
H 2.1016 -2.8288 -7.6965 -0.199 0.338 0.180
O -0.7255 0.1344 3.1450 0.096 0.123 -0.279
N -0.0852 0.4095 2.1418 0.253 0.048 0.274
O 0.9641 1.0395 2.1491 -0.426 -0.124 0.258
C -0.5648 -0.0691 0.8506 -0.415 -0.463 -0.733
C 0.2666 0.1090 -0.2498 0.650 0.408 0.318
C -0.0997 -0.3882 -1.4711 -0.395 -0.586 -0.464
C -1.3124 -1.0482 -1.6185 0.208 0.297 -0.155
C -2.1727 -1.1658 -0.5491 -0.185 -0.078 0.473
C -1.7957 -0.7138 0.7186 0.273 0.463 -0.168
H 1.2076 0.6351 -0.1431 -0.073 -0.053 0.143
H 0.5195 -0.3216 -2.3544 0.263 0.206 0.219
H -1.5538 -1.4133 -2.6087 -0.219 -0.119 0.126
H -3.1538 -1.5952 -0.6922 0.003 -0.096 0.141
H -2.4722 -0.8012 1.5546 0.054 -0.093 0.036
O 5.7978 2.4370 7.4523 -0.010 -0.598 -0.227
N 5.3090 3.5329 7.2904 0.758 -0.278 0.542
O 5.5716 4.4806 7.9986 -0.217 0.593 0.042
C 4.3800 3.7103 6.2040 -0.993 0.780 -1.181
C 4.1337 2.7103 5.2825 0.989 -0.850 -0.235
C 3.2678 2.8806 4.2158 -0.649 0.443 0.535
C 2.5755 4.0821 4.1245 -0.350 0.425 0.349
C 2.8008 5.1031 5.0582 0.296 -0.424 -0.999
C 3.7507 4.9422 6.0387 0.153 0.311 0.736
H 4.7213 1.7989 5.2822 -0.160 -0.013 0.512
H 3.0666 2.0329 3.5772 0.053 0.179 -0.297
H 1.8311 4.3091 3.3708 0.101 -0.448 -0.209
H 2.3072 6.0522 4.9020 -0.016 0.033 0.224
H 4.0153 5.7864 6.6628 -0.048 -0.226 0.216
```
Forces are in eV/Å.

These are the Mulliken partial charges, in e, on atoms 1 to 5:
1 O -0.6338
2 N 1.1001
3 O -0.5109
4 C -0.4096
5 C -0.4976

=====

Ordered energy results: -111168.81002, -95083.23471; unit eV.
Ordered energy relative to the best compared isomer or geometry (same formula, charge and spin) results: 0.211, 0.918; unit eV.